# 1
Computed, not measured: a structure of composition C38H37Cl2GaN7O7S, with the ωB97M-V functional and the def2-TZVPD basis.

Net charge   +1
E_LUMO   -3.47 eV
HOMO energy   -10.249 eV
Total energy   -5623.44460 a.u.
Energy above the lowest of the compared OMol25 structures with the same formula, charge and spin   9.3 kJ/mol
Kohn-Sham gap   6.780 eV

Each line ends with the Mulliken charge.
Geometry (Å):
C  1.892  1.613  -1.943  -1.631
H  5.529  6.717  2.228  0.385
N  -1.669  -2.634  1.012  1.579
C  -0.858  2.778  0.305  -1.023
C  3.960  5.264  2.383  -0.451
O  1.608  6.215  3.071  -0.677
H  4.344  4.575  1.630  0.381
N  0.109  0.991  4.801  1.016
H  -0.220  4.200  2.234  0.666
C  -5.568  -0.418  -0.642  -0.740
C  2.962  -5.010  -1.069  -0.588
H  2.164  2.870  2.248  0.324
C  0.577  -3.625  -1.677  -0.907
N  -2.820  -0.818  -0.533  0.753
H  -1.140  2.238  -0.594  -0.302
H  -1.511  -4.152  2.388  0.110
H  1.493  0.491  -0.139  0.589
C  4.443  6.693  2.165  -1.233
Cl  -0.947  -5.607  -0.569  -0.214
C  -0.382  1.482  -5.003  0.324
H  -6.950  -2.314  0.742  0.452
C  -0.762  0.048  2.655  -1.003
H  0.341  -5.169  3.176  0.500
C  2.657  -2.540  1.557  -0.574
H  -5.926  -4.158  2.017  0.422
H  -3.491  -4.371  2.181  0.492
O  1.838  5.124  0.837  -0.647
C  0.571  -4.855  -1.023  0.801
H  4.207  4.892  3.378  0.379
H  -0.519  1.878  -7.615  0.323
H  -0.585  -2.317  -2.886  0.517
H  -2.467  2.371  -6.697  0.361
C  0.434  -3.418  1.913  1.330
C  -3.078  -2.671  0.959  0.391
Ga  -0.804  -1.458  -0.440  -1.427
H  -0.089  3.601  -7.504  0.374
H  1.670  -6.494  -0.203  0.481
O  0.837  -1.504  0.517  0.773
C  0.220  3.538  2.976  -1.563
O  -1.957  3.168  -6.889  -0.541
C  1.833  -3.129  -2.042  0.145
C  1.175  0.750  -1.139  -0.404
H  -2.643  0.826  -1.737  0.469
H  1.875  -2.183  -2.573  0.422
S  2.191  5.194  2.240  1.150
H  -0.144  3.836  3.953  0.317
C  -3.657  -1.646  0.163  -0.168
N  -0.258  2.195  2.654  0.294
C  0.249  1.291  -3.650  -0.922
C  -0.688  1.810  1.428  0.672
C  3.007  -3.799  -1.748  -1.005
H  -1.540  -3.450  -1.937  0.800
H  2.185  3.498  3.921  0.663
C  -0.391  0.413  -2.793  -0.570
Cl  3.027  -5.758  3.897  -0.216
O  -1.220  0.691  -5.400  -0.669
C  -5.054  -1.497  0.109  0.992
H  -1.653  3.489  0.540  0.634
N  0.027  2.540  -5.738  -0.172
O  0.673  1.965  5.268  -0.631
H  -6.640  -0.274  -0.697  0.466
H  0.048  3.354  0.109  0.129
C  -0.986  -3.419  1.777  -0.403
C  -5.875  -2.423  0.794  -0.943
N  0.046  0.159  -1.559  1.300
H  1.986  2.551  -3.864  0.553
O  -0.149  -0.029  5.397  -0.616
H  0.498  3.305  -5.285  0.262
H  4.148  7.062  1.184  0.336
H  3.957  -3.382  -2.054  0.424
C  1.422  1.891  -3.216  -0.315
C  -0.654  -2.815  -1.918  -0.331
C  1.751  3.614  2.930  -0.535
C  -5.304  -3.439  1.502  -0.969
C  2.339  -4.498  2.924  -0.118
H  4.032  7.357  2.922  0.349
H  4.244  -3.597  2.511  0.451
C  -3.901  -3.560  1.595  -0.574
C  -4.714  0.430  -1.284  -1.436
C  1.275  -2.459  1.297  -0.408
H  3.301  -1.809  1.087  0.496
C  -3.335  0.181  -1.211  0.374
H  3.872  -5.545  -0.833  0.439
H  -1.275  -0.107  -3.139  0.975
C  1.735  -5.543  -0.713  -0.543
C  0.992  -4.432  2.722  -1.252
H  -5.073  1.268  -1.863  0.497
C  -0.311  1.061  3.434  -0.102
C  3.177  -3.537  2.341  -0.667
N  -0.998  0.521  1.397  0.341
C  -0.617  2.785  -7.019  -0.484
H  -0.902  -0.979  2.947  0.740
H  2.808  2.055  -1.578  0.562

***

# 2
Computed, not measured: a structure of composition C38H37Cl2GaN7O7S, with the ωB97M-V functional and the def2-TZVPD basis.

Net charge   +1
E_LUMO   -3.45 eV
HOMO energy   -10.262 eV
Total energy   -5623.44814 a.u.
Energy above the lowest of the compared OMol25 structures with the same formula, charge and spin   0.0 kJ/mol
Kohn-Sham gap   6.812 eV

Each line ends with the Mulliken charge.
Geometry (Å):
H  6.050  -0.443  2.324  0.384
N  1.429  -5.548  -2.209  -0.173
O  6.839  1.515  -0.477  -0.681
C  -5.027  -0.715  3.205  -0.519
C  -3.234  2.215  -1.429  0.354
C  -2.986  1.894  -3.847  1.044
C  -4.691  -0.634  1.861  0.726
C  -3.320  -2.367  3.496  -0.988
C  0.952  -1.288  0.494  -0.355
H  2.682  1.049  -2.754  0.659
H  7.824  -1.433  0.820  0.330
H  2.750  -2.153  1.253  0.530
H  -2.545  1.503  -5.923  0.465
N  2.526  2.424  -0.254  0.313
C  -1.935  1.474  4.850  -0.700
H  -4.249  3.148  -5.069  0.453
C  -2.645  1.536  -2.531  -0.147
C  -3.290  2.702  3.307  -1.285
Ga  -1.714  0.026  -0.226  -1.066
H  -5.328  4.240  -3.141  0.422
H  2.379  -5.260  -2.041  0.263
C  1.187  -6.640  -3.141  -0.494
H  4.336  3.464  -0.459  0.290
H  -0.410  -0.805  -3.030  0.550
H  1.483  -0.116  -2.197  -0.452
N  -2.739  1.809  -0.175  1.300
C  6.759  0.188  1.787  -0.447
H  -2.209  -2.882  1.745  0.411
H  2.534  -4.191  -0.148  0.551
C  1.739  1.526  -0.900  0.680
H  6.960  1.083  2.377  0.392
C  -4.190  3.164  -1.667  -0.625
H  -0.565  0.062  4.016  0.499
C  1.796  -3.403  -0.217  -0.407
C  2.284  0.541  -1.874  -0.908
H  8.725  0.087  0.893  0.344
C  0.404  2.731  0.277  -0.926
C  -3.000  -2.263  2.156  0.098
H  -4.055  -0.889  -0.758  0.783
O  0.971  -6.195  -4.449  -0.540
C  -1.127  -0.034  -3.273  0.225
N  -1.745  0.543  -2.269  0.751
C  0.706  -3.513  -1.066  -0.727
C  -1.369  0.293  -4.617  -1.431
N  -0.101  -1.389  -0.328  1.052
H  -1.661  1.263  5.875  0.452
C  -4.565  3.491  -2.988  -1.023
C  -2.310  1.239  -4.900  -0.727
O  1.197  4.904  1.884  -0.615
H  -4.670  3.684  -0.851  0.483
H  8.518  -0.897  2.350  0.390
N  0.462  1.677  -0.586  0.281
C  1.663  3.194  0.493  -0.091
O  -1.071  0.371  1.535  0.721
H  -3.809  3.215  0.876  0.083
H  -1.109  -2.584  -1.690  0.771
C  -2.934  2.423  4.596  -0.101
C  -3.241  -1.258  -0.133  -0.179
C  4.629  1.779  0.876  -0.541
S  5.934  0.717  0.307  1.118
H  -4.595  -1.650  5.078  0.429
O  3.271  4.392  1.553  -0.635
C  -3.111  2.381  0.923  -0.459
H  5.012  2.519  1.573  0.666
H  0.335  -7.210  -2.769  0.319
N  2.073  4.239  1.381  1.020
H  -2.784  -3.064  4.126  0.430
C  -2.676  2.023  2.233  1.599
C  -0.226  -2.488  -1.071  -0.337
O  5.284  -0.427  -0.297  -0.643
H  0.992  -0.390  1.090  0.611
H  3.089  -0.061  -1.447  0.129
Cl  -3.703  3.231  5.921  -0.215
C  8.038  -0.560  1.434  -1.240
C  3.983  2.444  -0.343  -1.510
H  -0.507  3.089  0.722  0.697
C  -3.667  -1.386  1.294  -0.949
H  4.225  1.902  -1.255  0.697
H  -0.824  -0.218  -5.395  0.490
Cl  -5.621  0.479  0.875  -0.210
H  2.073  -7.272  -3.151  0.376
H  -5.831  -0.104  3.589  0.466
C  1.917  -2.274  0.577  -1.492
O  -0.689  -4.812  -2.458  -0.670
H  0.067  -5.860  -4.488  0.361
H  -4.057  3.437  3.103  0.499
C  -3.973  2.886  -4.057  -0.925
C  -4.335  -1.583  4.030  -0.593
C  -1.323  0.808  3.820  -0.703
C  -1.685  1.043  2.480  -0.492
H  -2.957  -2.238  -0.523  0.564
C  0.420  -4.681  -1.969  0.381
H  3.917  1.129  1.386  0.321

***

- Among the records above, which one has the highest Kohn-Sham gap?
  number 2